# 1
Below is a single C4H9N3O molecule in a non-equilibrium geometry, with properties calculated with ωB97M-V with the def2-TZVPD basis set.

Cartesian coordinates (Å):
C -0.6406 0.3500 -0.1977
C -1.2084 0.5975 -1.5824
C -1.1876 1.2935 0.8680
C 1.5170 -0.9005 0.8336
N 2.4667 -1.4977 0.0615
N -0.0066 -1.6860 0.6765
N -0.8703 -1.0043 0.2193
O 1.7687 -0.3570 1.8873
H 0.5678 0.3374 -0.1237
H 2.1968 -2.1259 -0.6746
H 3.3950 -1.5972 0.4425
H -0.9927 1.6202 -1.8835
H -2.2900 0.4620 -1.5782
H -0.7786 -0.0859 -2.3150
H -2.2656 1.1609 0.9854
H -0.6849 1.1119 1.8182
H -0.9866 2.3212 0.5629

Summary:
SMILES	CC(C)/N=N\C(N)=O
energy relative to the best compared isomer or geometry (same formula, charge and spin)	57.7	kcal per mole
max |F|	0.0541	hartree/bohr
HOMO	-0.3135	Eh


# 2
Below is a molecular structure, C39H30BrNO3S2Zn in a non-equilibrium geometry, with properties calculated with ωB97M-V with the def2-TZVPD basis set.

Cartesian coordinates (Å):
Zn 1.5306 -1.3650 -1.3689
O 7.1294 -3.9086 -1.4880
C 6.0271 -3.1788 -1.4493
C 5.8285 -2.0215 -2.2068
C 4.5974 -1.4212 -2.3473
N 3.5591 -1.9393 -1.6207
C 3.7800 -2.9665 -0.7962
Br 2.2790 -3.4653 0.1263
C 4.9837 -3.6354 -0.6697
H 7.6903 -3.4568 -2.1252
H 6.6113 -1.5278 -2.6863
H 4.3690 -0.6736 -3.0332
H 5.0716 -4.5484 -0.0615
C -6.6813 -2.9112 -3.1889
C -5.2612 -2.5108 -2.8980
C -4.2132 -3.3844 -2.5482
C -2.9743 -2.8794 -2.2104
C -2.7158 -1.5131 -2.2740
C -3.7456 -0.6345 -2.6810
C -4.9834 -1.1725 -2.9529
S -1.1937 -0.7274 -1.8749
O -0.0034 -1.6575 -2.3313
C -1.0987 -0.8713 -0.1053
C -1.3422 -2.0800 0.5375
C -1.3375 -2.0903 1.9404
C -1.1662 -0.8126 2.6154
C -1.2004 -0.7876 4.0291
C -1.0228 0.3590 4.7912
C -0.8717 1.6132 4.0480
C -0.8795 1.6108 2.6190
C -0.8294 0.3872 1.9298
C -0.7461 0.3479 0.5237
C -0.5181 1.6096 -0.3294
C -1.6805 2.4235 -0.6064
C -2.9720 2.2360 -0.0054
C -4.0154 2.9708 -0.5192
C -3.9037 3.9724 -1.5330
C -2.6702 4.1825 -2.0212
C -1.5262 3.4553 -1.6324
C -0.2697 3.7577 -2.1634
C 0.8500 3.0437 -1.7649
C 0.6772 1.9299 -0.9435
S 1.9988 0.8145 -0.6192
O 3.0496 1.0118 -1.6147
C 2.5729 1.1874 0.9955
C 3.0976 2.4117 1.3376
C 3.6886 2.5309 2.6160
C 3.6149 1.4987 3.4963
C 4.0631 1.6838 4.8864
C 3.0864 0.2814 3.1206
C 2.5379 0.1298 1.9094
H -6.7864 -3.4806 -4.1674
H -7.3680 -2.0275 -3.2874
H -7.0376 -3.6516 -2.4781
H -4.3677 -4.4355 -2.5794
H -2.1035 -3.4185 -1.9070
H -3.5136 0.4419 -2.6897
H -5.7660 -0.4542 -3.1602
H -1.6420 -2.9681 0.0080
H -1.4388 -3.0178 2.5069
H -1.3646 -1.6925 4.5925
H -1.1580 0.2833 5.8375
H -0.8157 2.5453 4.6693
H -0.6998 2.5330 2.0895
H -3.1922 1.6018 0.8110
H -5.0727 2.8684 -0.0841
H -4.7652 4.5695 -1.9539
H -2.4762 4.9403 -2.7439
H -0.1857 4.5177 -2.8861
H 1.8280 3.2474 -2.1603
H 3.1504 3.1846 0.6035
H 4.0876 3.4969 2.9578
H 3.9633 2.6955 5.2633
H 5.1578 1.3981 5.0938
H 3.4258 0.9924 5.4842
H 3.0892 -0.6266 3.7170
H 2.1798 -0.8517 1.6116

Summary:
max |F|	0.0714	hartree/bohr
charge	+2
HOMO	-0.4902	Eh


# 3
Below is a gas-phase ion, C6H13N2O2 (charge +1) in a non-equilibrium geometry, with properties calculated with ωB97M-V with the def2-TZVPD basis set.

Cartesian coordinates (Å):
C -0.2588 -1.1849 -0.1569
C 1.2296 -0.8761 -0.4537
C -0.9635 0.2496 -0.0881
C 2.2689 -1.4234 0.7104
C -1.8219 0.3337 1.1846
C -1.6663 0.6002 -1.4234
N 1.3491 0.6165 -0.2799
N 0.2725 1.1353 -0.0513
O 2.3809 1.2061 -0.3549
O 0.1021 2.4554 0.3186
H -0.4203 -1.8019 -1.0428
H -0.3702 -1.7204 0.7791
H 1.4015 -0.9965 -1.5521
H 2.0223 -1.1202 1.7791
H 3.2974 -1.1447 0.5111
H 2.1589 -2.4893 0.6594
H -2.2268 1.3809 1.1072
H -1.1188 0.1305 2.0714
H -2.6483 -0.3003 1.1067
H -1.9726 1.6208 -1.3158
H -2.5664 -0.0399 -1.2941
H -1.3549 0.3851 -2.4531
H 0.9057 2.9835 0.2385

Summary:
SMILES	C[C@H]1CC(C)(C)N(O)[N+]1=O
energy relative to the best compared isomer or geometry (same formula, charge and spin)	141.5	kcal per mole
max |F|	0.1038	hartree/bohr
charge	+1
HOMO	-0.5546	Eh


# 4
Below is 2 unconnected molecules or ions with the total composition C6H16NO in a non-equilibrium geometry, with properties calculated with ωB97M-V with the def2-TZVPD basis set.

Cartesian coordinates (Å):
C -0.1972 -0.0258 2.4929
O 1.0261 0.3327 1.8128
C -1.3566 0.0692 1.5471
C -2.1102 -0.9972 1.2509
H -0.3811 0.6661 3.3218
H -0.1574 -1.0371 2.8963
H 1.7342 0.1920 2.4640
H -1.5229 0.9925 1.0100
H -2.9706 -0.9827 0.5919
H -1.9657 -1.9594 1.7318
C 0.3081 -1.6535 -1.7261
C 0.1025 -0.1640 -1.9105
N 1.0063 0.5678 -0.9557
C 0.7992 2.0303 -0.9342
H -0.1443 -1.9368 -0.7730
H -0.1136 -2.2609 -2.5246
H 1.3707 -1.8936 -1.7037
H 0.4195 0.1409 -2.9101
H -0.8957 0.2234 -1.7292
H 2.0108 0.3564 -1.2129
H 0.8134 0.1897 0.0002
H 1.0800 2.4739 -1.8851
H 1.3961 2.4663 -0.1361
H -0.2516 2.2097 -0.7187

Summary:
energy relative to the best compared isomer or geometry (same formula, charge and spin)	56.0	kcal per mole
max |F|	0.0250	hartree/bohr
spin multiplicity	2
⟨S²⟩	0.751
HOMO (spin up / spin down)	-0.0961 / -0.3814	Eh


# 5
Below is a molecular structure, C48H52FN7O5PSeTl, with properties calculated with ωB97M-V with the def2-TZVPD basis set.

Cartesian coordinates (Å):
Tl 0.7065 -2.3387 1.3553
C -0.8434 -6.1646 -0.6355
C -0.9779 -5.4779 0.7176
O 0.0718 -5.1427 1.2626
C -2.3254 -5.2459 1.2553
C -3.4119 -5.8397 0.5742
C -4.7191 -5.6826 0.9563
C -4.9924 -4.8767 2.0743
C -3.9782 -4.2842 2.7718
C -2.5929 -4.4412 2.4276
O -1.7107 -3.8686 3.1483
H 0.1904 -6.0631 -0.9562
H -1.5065 -5.7284 -1.3823
H -1.0812 -7.2272 -0.5508
H -3.2064 -6.4638 -0.2850
H -5.5180 -6.1609 0.4059
H -6.0193 -4.7246 2.3884
H -4.1896 -3.6650 3.6358
N -1.7355 -1.4511 -1.6972
C -2.8513 -0.6437 -1.4911
C -3.9469 -0.7771 -2.3541
C -5.0367 0.0630 -2.2512
C -5.0623 1.0626 -1.2834
C -3.9927 1.1781 -0.4132
C -2.8821 0.3372 -0.4855
P -1.4931 0.4185 0.7439
C -0.8133 2.0886 0.3882
C -0.1381 2.8083 1.3782
C 0.4961 4.0064 1.0820
C 0.4858 4.5023 -0.2140
C -0.1665 3.7854 -1.2080
C -0.8123 2.5920 -0.9138
C -2.4504 0.6345 2.2856
C -2.7370 -0.5478 2.9704
C -3.4897 -0.5171 4.1335
C -3.9548 0.6918 4.6339
C -3.6574 1.8710 3.9678
C -2.9078 1.8430 2.7995
H -1.0777 -1.5160 -0.9315
H -1.9203 -2.3480 -2.1179
H -3.9283 -1.5564 -3.1083
H -5.8767 -0.0678 -2.9226
H -5.9105 1.7296 -1.2007
H -4.0243 1.9374 0.3595
H -0.0906 2.4165 2.3861
H 1.0039 4.5490 1.8696
H 0.9784 5.4407 -0.4424
H -0.1833 4.1657 -2.2243
H -1.3354 2.0538 -1.6969
H -2.3538 -1.4984 2.6103
H -3.7000 -1.4408 4.6580
H -4.5356 0.7162 5.5473
H -4.0008 2.8189 4.3631
H -2.6739 2.7741 2.2980
F -0.5664 1.4603 -4.4155
C 0.6172 1.4275 -3.7502
C 0.8993 0.3681 -2.9362
C 2.1169 0.3079 -2.2653
C 2.3728 -0.8442 -1.3661
O 1.5035 -1.7034 -1.2324
C 3.6610 -0.8349 -0.7153
C 4.5256 0.1642 -0.9912
N 4.2612 1.2589 -1.7757
C 5.2744 2.2541 -1.9884
C 5.0910 3.6294 -1.4076
C 6.1147 2.6934 -0.8358
C 3.0504 1.3394 -2.4339
C 2.7207 2.4354 -3.2398
C 1.5043 2.4901 -3.8981
N 1.1946 3.6495 -4.6674
C -0.1831 4.0317 -4.9267
C -0.1838 5.5525 -5.2300
N 1.1545 6.0780 -4.8058
C 2.2254 5.5643 -5.7218
C 2.0538 4.0245 -5.7722
C 4.1398 -1.8777 0.3056
O 5.3066 -2.2582 0.1783
O 3.3105 -2.1538 1.2148
H 0.1756 -0.4303 -2.8038
H 5.5142 0.1307 -0.5553
H 5.7606 2.1914 -2.9572
H 4.1992 3.7997 -0.8184
H 5.4274 4.4772 -1.9908
H 5.9047 2.2653 0.1341
H 7.1621 2.8786 -1.0250
H 3.4123 3.2618 -3.3393
H -0.7851 3.8205 -4.0482
H -0.6269 3.4983 -5.7715
H -0.9586 6.0812 -4.6805
H -0.2932 5.7674 -6.2907
H 1.3443 5.6265 -3.9005
H 1.1742 7.0904 -4.7125
H 3.1841 5.8657 -5.3046
H 2.0916 6.0313 -6.6948
H 3.0188 3.5355 -5.6786
H 1.6178 3.7285 -6.7343
Se 0.5240 1.2910 5.6392
C 0.5902 0.5969 3.9850
N 0.6176 0.1218 2.9200
N 0.1332 -3.9801 5.1329
C 0.8408 -4.9296 4.1980
C 2.2875 -4.5521 3.9929
N 2.3347 -3.1532 3.6327
C 1.9225 -2.3200 4.7409
C 0.4276 -2.5186 4.9041
H 0.3572 -4.2095 6.0988
H -0.8705 -4.1182 4.9521
H 0.3141 -4.8429 3.2533
H 0.7087 -5.9367 4.5933
H 2.6544 -5.1601 3.1657
H 2.9010 -4.7686 4.8850
H 3.1800 -2.8769 3.1431
H 2.1069 -1.2712 4.5274
H 2.4442 -2.5791 5.6794
H -0.0914 -2.2458 3.9907
H 0.0085 -1.9481 5.7317

Summary:
max |F|	0.0091	hartree/bohr
HOMO	-0.2320	Eh


# 6
Below is a molecular structure, C5H8N2 in a non-equilibrium geometry, with properties calculated with ωB97M-V with the def2-TZVPD basis set.

Cartesian coordinates (Å):
C -1.0225 -0.5537 0.9302
C 0.4325 -0.4395 -1.4273
C -0.4842 0.5394 0.0445
C 1.1372 0.3962 -0.5198
C 1.9384 0.0642 0.5918
N -0.1960 -1.0476 -2.2622
N -1.0166 1.6646 -0.1992
H -1.1988 -1.2371 -2.1564
H -1.8485 1.8294 0.3681
H 1.3958 1.3214 -1.0311
H -2.0407 -0.8105 0.6151
H -0.4199 -1.4603 0.9149
H -1.0542 -0.2320 1.9738
H 2.4909 0.8555 1.0700
H 1.8868 -0.8898 1.0877

Summary:
energy relative to the best compared isomer or geometry (same formula, charge and spin)	124.4	kcal per mole
max |F|	0.0236	hartree/bohr
HOMO (spin up / spin down)	-0.2418 / -0.2421	Eh


# 7
Below is 4 unconnected molecules or ions with the total composition CH9NO3 in a non-equilibrium geometry, with properties calculated with ωB97M-V with the def2-TZVPD basis set.

Cartesian coordinates (Å):
C 0.0900 -0.5500 2.3858
N 0.7444 0.0990 1.5016
H -0.8651 -0.9366 2.0507
H 0.3762 -0.5177 3.4302
H 1.4344 0.7099 1.9373
H 0.6814 2.3913 -0.3902
H -0.3221 2.5766 -1.5303
O 0.6069 2.6543 -1.3102
H -1.2371 -1.2702 -0.4804
H -1.7173 -2.7231 -0.5328
O -1.2835 -2.0839 0.0399
H 0.4072 -1.0559 -1.8998
H 0.7136 0.3777 -1.6270
O -0.0097 -0.1839 -1.9381

Summary:
SMILES	C=N.O.O.O
energy relative to the best compared isomer or geometry (same formula, charge and spin)	20.5	kcal per mole
max |F|	0.0340	hartree/bohr
HOMO	-0.3753	Eh


# 8
Below is 14 unconnected molecules or ions with the total composition C4H34NO15 in a non-equilibrium geometry, with properties calculated with ωB97M-V with the def2-TZVPD basis set.

Cartesian coordinates (Å):
O -1.1221 4.3857 -0.9199
C -0.6721 3.2862 -0.7576
C -1.2132 2.2566 0.2545
C -1.5039 3.1421 1.4924
N -0.2531 1.1658 0.3615
C 0.3469 0.4810 1.5226
O -0.0482 -0.8850 1.5590
H 0.1777 2.8991 -1.3673
H -2.1573 1.8163 -0.0858
H -2.3439 3.8032 1.3340
H -0.6027 3.6271 1.7899
H -1.7786 2.4719 2.3006
H -0.3185 0.5552 -0.4217
H 1.4106 0.5700 1.2262
H 0.2199 0.6862 2.5907
H 1.0627 -2.8457 -1.8945
H 2.2044 -3.7773 -2.0065
O 1.5514 -3.3518 -2.5703
H -0.0158 -1.3255 0.1549
H 1.8781 -2.4606 0.1885
O 2.6653 -2.8491 -0.2076
H -3.4894 -1.3211 -0.1611
H -4.5208 -1.4365 -1.4042
O -4.3826 -1.4934 -0.4701
H 2.5710 0.1970 -2.5445
H 3.3187 -1.0495 -3.0669
O 3.3111 -0.3601 -2.4010
H -2.8531 -0.9907 -2.1125
H -1.4877 -0.2246 -2.1443
O -2.4452 -0.1279 -2.1304
H 3.9799 1.7003 -1.1604
H 4.0441 0.3160 -0.6525
O 4.4096 1.1957 -0.4703
H 0.5857 -1.1988 -3.6770
H 0.5157 -0.9554 -2.1601
O 0.7013 -0.5209 -3.0144
H -0.7453 -2.4483 -0.5577
H 3.3648 -2.2166 -0.0392
O -0.0853 -1.7799 -0.7888
H 2.8593 2.3518 0.0693
H 1.9416 3.2661 -0.6981
O 2.8760 3.0355 -0.6172
H 0.7941 -0.8404 4.0875
H 0.9284 -1.5573 2.8035
O 1.4730 -1.3302 3.6144
H -1.5167 -0.6154 1.2818
H -2.8514 -0.9418 2.1689
O -2.5317 -0.4691 1.3997
H -3.2573 -3.5917 0.1034
H -2.2371 -3.4792 1.1947
O -2.3196 -3.4279 0.2384
H -2.1602 0.6914 4.1004
H -1.1218 1.1601 3.1169
O -1.2752 1.0553 4.0543

Summary:
energy relative to the best compared isomer or geometry (same formula, charge and spin)	128.1	kcal per mole
max |F|	0.0459	hartree/bohr
charge	-1
HOMO	-0.2117	Eh